Molecular formula: C23H18Cl2FN5
Method: DFT, the ωB97M-V functional and the def2-TZVPD basis

Calculated values
Largest force on an atom in eV/A: 8.41
Kohn-Sham gap in eV: 8.89
Charge: 0
Molar mass in g/mol: 454.3

Geometry as XYZ:
```
49
C23H18Cl2FN5, DFT the ωB97M-V functional and the def2-TZVPD basis
C -0.25 0.07 -1.52
N -0.56 0.89 -0.30
C -0.71 0.32 1.07
C -0.83 -1.00 1.45
C 0.22 -1.66 2.17
C 0.02 -2.97 2.53
C -1.13 -3.63 2.36
C -1.41 -5.09 2.82
C -2.72 -5.64 3.09
N -2.92 -6.89 3.44
C -1.78 -7.56 3.63
C -0.52 -7.02 3.32
N -0.34 -5.88 2.71
C -2.16 -2.92 1.84
C -2.08 -1.62 1.15
Cl -3.41 -0.80 0.40
N -0.29 1.29 1.83
N 0.11 2.41 1.10
C -0.11 2.20 -0.10
C 0.15 3.24 -1.22
C 1.52 2.91 -2.02
C 1.74 3.47 -3.28
C 3.03 3.33 -3.83
C 4.06 2.64 -3.18
Cl 5.57 2.44 -4.17
C 3.79 2.12 -1.93
C 2.60 2.44 -1.23
C 0.23 4.71 -0.81
C -1.04 5.05 -1.55
F -0.99 5.83 -2.60
C -1.06 3.61 -2.01
H -0.10 0.68 -2.43
H -1.21 -0.55 -1.70
H 0.68 -0.40 -1.44
H 1.19 -1.24 2.43
H 0.80 -3.56 3.02
H -3.53 -4.97 2.89
H -1.79 -8.55 4.08
H 0.42 -7.59 3.42
H -3.11 -3.38 1.50
H 1.05 3.92 -3.98
H 3.21 3.63 -4.83
H 4.49 1.52 -1.32
H 2.51 2.24 -0.16
H 1.07 5.27 -1.25
H 0.25 4.87 0.29
H -1.87 5.35 -0.89
H -0.92 3.43 -3.10
H -1.90 2.99 -1.70
```



Molecular formula: C23H18Cl4N3O7S3SbZr
Method: DFT, the ωB97M-V functional and the def2-TZVPD basis

Calculated values
Largest force on an atom in eV/A: 0.88
Expectation value of S²: 0.7624
Kohn-Sham gap (alpha / beta) in eV: 5.76 / 5.81
Charge: -1
Molar mass in g/mol: 899.4
Energy relative to the best compared isomer or geometry (same formula, charge and spin) in kJ/mol: 0.00
Multiplicity: 2

Geometry as XYZ:
```
60
C23H18Cl4N3O7S3SbZr, DFT the ωB97M-V functional and the def2-TZVPD basis
Zr 1.29 1.21 0.69
Cl 6.98 2.06 4.39
C 5.33 1.92 3.93
C 4.35 1.73 4.90
Cl 4.78 1.65 6.57
C 3.01 1.61 4.51
Cl 1.77 1.33 5.67
C 2.66 1.68 3.17
O 1.41 1.50 2.74
C 3.64 1.88 2.18
O 3.24 1.89 0.93
C 4.98 1.98 2.58
Cl 6.17 2.18 1.35
S 3.82 4.10 -2.33
Sb 1.72 3.41 -1.86
S 1.47 1.02 -1.86
S 0.87 3.83 0.27
O 0.29 -0.89 0.68
C 1.42 -1.46 0.85
O 2.44 -0.75 1.02
C 1.52 -2.94 0.83
C 0.38 -3.72 0.69
C 0.47 -5.10 0.67
C 1.73 -5.66 0.79
C 2.89 -4.91 0.93
C 2.77 -3.53 0.95
N 1.85 -7.13 0.76
O 2.95 -7.62 0.85
O 0.82 -7.77 0.64
H -0.58 -3.22 0.60
H -0.39 -5.73 0.56
H 3.84 -5.41 1.02
H 3.64 -2.90 1.06
C -1.47 1.21 -4.00
C -2.39 0.35 -3.15
N -3.64 1.03 -2.79
C -4.56 1.31 -3.90
C -4.62 2.79 -4.24
C -4.10 1.29 -1.55
O -5.27 1.63 -1.35
C -3.21 1.10 -0.35
C -3.78 0.55 0.80
C -3.02 0.46 1.95
C -1.73 0.94 1.92
N -1.17 1.45 0.83
C -1.90 1.56 -0.28
H -0.54 0.68 -4.19
H -1.22 2.14 -3.48
H -1.93 1.47 -4.96
H -1.88 0.02 -2.25
H -2.66 -0.56 -3.70
H -5.55 0.96 -3.61
H -4.23 0.73 -4.75
H -4.96 3.37 -3.38
H -5.32 2.96 -5.06
H -3.64 3.17 -4.55
H -4.81 0.22 0.76
H -3.42 0.03 2.86
H -1.09 0.90 2.80
H -1.40 2.02 -1.12
```



Molecular formula: C23H18F2N2O2
Method: DFT, the ωB97M-V functional and the def2-TZVPD basis

Calculated values
Largest force on an atom in eV/A: 5.40
Kohn-Sham gap in eV: 2.69
Charge: 0
Molar mass in g/mol: 392.4
Energy relative to the best compared isomer or geometry (same formula, charge and spin) in kJ/mol: 61.74

Geometry as XYZ:
```
47
C23H18F2N2O2, DFT the ωB97M-V functional and the def2-TZVPD basis
C 1.10 0.45 3.12
C 0.79 -0.59 3.89
N 0.51 -1.51 4.58
C 0.21 1.05 2.20
C 0.63 2.13 1.41
C -0.22 2.71 0.51
C -1.51 2.24 0.36
N -2.40 2.86 -0.60
O -3.55 2.42 -0.72
O -1.97 3.81 -1.27
C -1.95 1.17 1.14
C -1.11 0.58 2.04
H 2.09 0.86 3.20
H 1.64 2.50 1.51
H 0.10 3.53 -0.11
H -2.96 0.82 1.00
H -1.45 -0.25 2.63
C 0.59 8.43 5.48
C 0.68 6.97 5.75
C 1.45 6.56 6.84
F 2.10 7.48 7.59
C 1.56 5.23 7.14
C 0.92 4.23 6.39
C 1.00 2.84 6.64
C 1.71 2.11 7.63
C 2.53 2.69 8.62
C 3.20 1.93 9.54
F 3.98 2.55 10.47
C 3.10 0.55 9.53
C 3.85 -0.21 10.55
C 2.30 -0.05 8.56
C 1.63 0.71 7.63
C 0.15 4.67 5.29
C 0.04 6.01 4.99
H -0.03 8.64 4.61
H 0.17 8.94 6.35
H 1.59 8.84 5.31
H 2.14 5.03 8.01
H 0.43 2.23 5.97
H 2.69 3.74 8.72
H 3.71 -1.29 10.43
H 4.91 0.02 10.48
H 3.52 0.08 11.55
H 2.22 -1.12 8.54
H 1.04 0.22 6.87
H -0.36 3.94 4.68
H -0.56 6.33 4.15
```



Molecular formula: C23H18F2N3
Method: DFT, the ωB97M-V functional and the def2-TZVPD basis

Calculated values
Largest force on an atom in eV/A: 7.33
Kohn-Sham gap in eV: 6.68
Charge: +1
Molar mass in g/mol: 374.4

Geometry as XYZ:
```
46
C23H18F2N3, DFT the ωB97M-V functional and the def2-TZVPD basis
C 0.54 -5.82 -2.76
C 0.42 -4.43 -2.22
C 1.20 -3.98 -1.14
F 2.08 -4.89 -0.60
C 1.13 -2.68 -0.63
C 0.08 -1.80 -1.09
C -0.38 -0.61 -0.37
C 0.03 -0.42 1.02
C 0.29 -1.50 1.93
C 0.52 -1.23 3.26
F 0.70 -2.29 4.12
C 0.58 0.05 3.80
C 0.79 0.23 5.25
C 0.37 1.11 2.91
C 0.11 0.89 1.56
C -0.62 -2.22 -2.25
C -0.47 -3.50 -2.78
H -0.01 -5.90 -3.69
H 1.57 -6.13 -2.96
H 0.12 -6.54 -2.05
H 1.84 -2.41 0.15
H -1.48 -0.32 -0.57
H 0.30 -2.55 1.61
H 0.65 1.28 5.53
H 0.07 -0.37 5.83
H 1.79 -0.07 5.60
H 0.43 2.14 3.27
H 0.00 1.74 0.89
H -1.33 -1.51 -2.69
H -1.07 -3.78 -3.65
C -0.12 1.17 -1.46
N -0.48 0.97 -2.81
N -0.69 0.57 -3.89
C -0.38 2.60 -1.10
C 0.61 3.49 -0.64
C 0.31 4.81 -0.34
C -1.00 5.30 -0.50
C -1.32 6.67 -0.15
N -1.61 7.79 0.09
C -2.00 4.43 -0.94
C -1.70 3.10 -1.26
H 0.95 0.82 -1.25
H 1.63 3.08 -0.49
H 1.09 5.45 0.02
H -3.01 4.82 -1.02
H -2.52 2.43 -1.55
```



Molecular formula: C23H18F4N6O3
Method: DFT, the ωB97M-V functional and the def2-TZVPD basis

Calculated values
Largest force on an atom in eV/A: 1.85
Kohn-Sham gap in eV: 8.90
Charge: 0
Molar mass in g/mol: 502.4

Geometry as XYZ:
```
54
C23H18F4N6O3, DFT the ωB97M-V functional and the def2-TZVPD basis
C 4.29 -1.02 1.35
C 2.99 -0.47 1.81
N 2.88 0.74 2.31
N 1.59 0.91 2.64
C 1.13 2.23 3.01
C 0.38 2.78 1.82
C 1.08 3.05 0.65
C 0.40 3.41 -0.50
C -0.99 3.48 -0.50
C -1.69 3.24 0.68
C -3.17 3.39 0.69
O -3.75 4.21 1.37
N -3.84 2.60 -0.19
C -3.37 1.44 -0.80
C -3.68 1.01 -2.11
C -3.06 -0.21 -2.22
N -2.43 -0.45 -1.05
C -1.73 -1.65 -0.69
C -0.36 -1.76 -1.33
C 0.03 -2.91 -2.00
F -0.85 -3.90 -2.16
C 1.31 -3.05 -2.52
F 1.65 -4.16 -3.16
C 2.24 -2.03 -2.39
C 1.86 -0.87 -1.73
F 2.73 0.13 -1.60
C 0.58 -0.74 -1.21
F 0.25 0.38 -0.55
N -2.62 0.54 -0.18
C -1.00 2.91 1.84
C 0.83 -0.16 2.38
C -0.62 -0.23 2.65
C 1.72 -1.10 1.82
N 1.40 -2.35 1.30
O 2.26 -2.96 0.69
O 0.25 -2.76 1.43
H 5.08 -0.33 1.61
H 4.47 -1.99 1.79
H 4.27 -1.15 0.27
H 0.49 2.17 3.89
H 2.02 2.82 3.23
H 2.15 2.95 0.64
H 0.94 3.61 -1.41
H -1.52 3.73 -1.40
H -4.83 2.79 -0.30
H -4.28 1.52 -2.83
H -3.02 -0.91 -3.03
H -1.61 -1.66 0.39
H -2.32 -2.52 -0.98
H 3.23 -2.14 -2.78
H -1.56 2.74 2.75
H -0.92 -1.27 2.73
H -1.18 0.25 1.84
H -0.86 0.28 3.58
```



Molecular formula: C23H18FNO4S2
Method: DFT, the ωB97M-V functional and the def2-TZVPD basis

Calculated values
Largest force on an atom in eV/A: 4.05
Kohn-Sham gap in eV: 3.68
Charge: 0
Molar mass in g/mol: 455.5
Energy relative to the best compared isomer or geometry (same formula, charge and spin) in kJ/mol: 12.01

Geometry as XYZ:
```
49
C23H18FNO4S2, DFT the ωB97M-V functional and the def2-TZVPD basis
C 4.53 -0.50 2.04
N 3.13 -0.88 1.93
C 2.08 -0.04 1.75
C 0.87 -0.77 1.77
C -0.39 -0.22 1.59
C -1.59 -1.00 1.74
C -1.78 -2.14 0.91
C -2.93 -2.92 1.04
C -3.87 -2.64 2.04
C -3.68 -1.52 2.88
C -2.58 -0.69 2.71
C 1.26 -2.17 2.05
C 0.62 -3.36 2.39
C 1.37 -4.54 2.55
C 2.78 -4.53 2.49
C 3.45 -3.32 2.30
C 2.68 -2.19 2.07
H 5.13 -1.40 2.15
H 4.85 0.03 1.13
H 4.69 0.14 2.91
H 2.19 1.03 1.61
H -0.46 0.86 1.60
H -1.02 -2.38 0.17
H -3.06 -3.78 0.38
H -4.76 -3.27 2.14
H -4.40 -1.31 3.67
H -2.43 0.19 3.35
H -0.46 -3.38 2.54
H 0.86 -5.49 2.72
H 3.35 -5.45 2.63
H 4.54 -3.25 2.32
F -0.61 1.90 -0.22
C -0.66 1.72 -1.53
S 0.77 2.45 -2.37
O 1.36 3.36 -1.41
O 1.57 1.46 -3.06
C -0.14 3.39 -3.61
C -1.52 3.32 -3.55
C -2.31 4.01 -4.46
C -1.69 4.76 -5.46
C -0.30 4.83 -5.53
C 0.49 4.15 -4.59
S -2.22 2.30 -2.23
O -2.98 1.24 -2.85
O -2.80 3.17 -1.23
H -3.40 3.95 -4.38
H -2.30 5.29 -6.19
H 0.18 5.41 -6.31
H 1.57 4.19 -4.62
```